Entry 1:
Below is a molecular structure, C17H16N7O4RuS5, with properties calculated with wB97M-V/def2-TZVPD.

Its net charge is 0. For the lowest unoccupied orbital energy (spin up / spin down), the calculation gives 0.02 / -2.29 eV. As for the frontier orbital gap (spin up / spin down): 8.40 / 6.27 eV. The calculation puts the energy relative to the best compared isomer or geometry (same formula, charge and spin) at 2.98 kcal per mole. The spin multiplicity is 6. The value obtained for the electronic energy is -3427.5390 hartree.

Each line ends with the Mulliken charge.
CARTESIAN COORDINATES (ANGSTROEM)
Ru (0.91941, -1.40403, 1.66968)  0.325
O (-4.33763, 1.22319, 0.58645)  -0.557
C (-4.59316, -0.06137, 0.78618)  0.390
O (-5.71507, -0.49329, 0.84552)  -0.599
C (-3.42515, -0.97707, 0.92548)  0.446
C (-3.54722, -2.31350, 1.24155)  -0.568
N (-2.30878, -2.82498, 1.27758)  -0.277
N (-1.37733, -1.91496, 0.99224)  -0.415
C (-2.03773, -0.78058, 0.79026)  -0.147
C (-1.19415, 0.43674, 0.58993)  1.219
O (-1.69637, 1.55857, 0.55904)  -0.950
O (0.06268, 0.19535, 0.52032)  0.519
H (-3.37006, 1.42215, 0.58359)  0.421
H (-4.42474, -2.90476, 1.44248)  0.545
H (-2.03300, -3.75417, 1.56305)  0.194
S (-1.31024, -4.60552, 4.32580)  -0.384
C (-0.33761, -3.52878, 3.66363)  0.476
N (0.38085, -2.72497, 3.17191)  -0.630
C (1.32524, 3.54578, 0.98824)  -1.044
N (1.02108, 2.47106, 1.92119)  -0.027
C (1.93407, 1.69992, 2.48274)  0.529
S (1.46734, 0.31876, 3.42362)  -0.366
N (3.21894, 2.02449, 2.35080)  -0.123
C (4.33039, 1.23333, 2.86163)  -0.931
H (0.38476, 3.95377, 0.63222)  0.291
H (1.88043, 3.17622, 0.12046)  0.251
H (1.88091, 4.34417, 1.48407)  0.425
H (0.07400, 2.12091, 1.90597)  0.196
H (3.44332, 2.78794, 1.73260)  0.268
H (4.19553, 1.02896, 3.92026)  0.337
H (5.24222, 1.80776, 2.72209)  0.349
H (4.41678, 0.28316, 2.33383)  0.284
S (2.13774, 2.23528, -2.58066)  -0.299
C (2.16891, 0.71563, -1.94015)  0.181
S (3.23041, 0.25709, -0.62980)  -0.106
C (2.46642, -1.31314, -0.55298)  0.308
N (1.54943, -1.48516, -1.44192)  -0.675
N (1.40294, -0.37397, -2.22871)  0.724
C (0.30619, -0.39841, -3.15220)  -0.010
C (0.46207, 0.08500, -4.44084)  -0.399
C (-0.62031, 0.04972, -5.30705)  -0.636
C (-1.83720, -0.47009, -4.89090)  -0.409
C (-1.97314, -0.96843, -3.60283)  -0.824
C (-0.89982, -0.93532, -2.72817)  0.055
S (2.80893, -2.45140, 0.72739)  -0.349
H (1.41359, 0.48796, -4.75751)  0.436
H (-0.50832, 0.42904, -6.31413)  0.378
H (-2.67916, -0.49051, -5.57062)  0.391
H (-2.91841, -1.38185, -3.27520)  0.406
H (-0.97998, -1.33571, -1.72815)  0.380

Forces on atoms 1 to 6 (eV/Å):
Ru -0.5 -0.2 0.4
O -0.1 0.0 0.0
C 0.0 0.0 -0.1
O 0.0 0.0 0.0
C 0.0 0.1 0.0
C 0.0 -0.1 0.0

Entry 2:
Below is 2 unconnected molecules or ions with the total composition C17H16O7 at a distorted geometry, with properties calculated with wB97M-V/def2-TZVPD.

Its net charge is 0. For the lowest unoccupied orbital energy, the calculation gives -0.68 eV. As for the frontier orbital gap: 8.80 eV. The calculation puts the energy relative to the best compared isomer or geometry (same formula, charge and spin) at 46.01 kcal per mole. The SMILES is O=C(O)CCC1=CC(=O)c2ccccc2C1=O.C[C@@H]1COC(=O)O1. The value obtained for the electronic energy is -1184.0380 hartree.

Each line ends with the Mulliken charge.
CARTESIAN COORDINATES (ANGSTROEM)
O (2.17758, -3.69859, -2.15610)  -0.444
C (3.07701, -3.30314, -1.47610)  0.470
O (4.29990, -4.03112, -1.51633)  -0.507
C (3.05249, -2.01885, -0.58322)  -0.673
C (2.40006, -0.80961, -1.36334)  -0.763
C (0.86102, -0.65130, -1.15766)  0.515
C (0.34488, 0.60926, -1.14874)  -0.565
C (-1.20037, 0.79596, -0.99457)  0.007
O (-1.68596, 1.75113, -0.43993)  -0.536
C (-2.04996, -0.33812, -1.66230)  0.436
C (-3.35540, -0.07113, -2.25473)  -0.561
C (-4.06194, -1.17678, -2.89560)  -0.455
C (-3.48133, -2.52550, -2.92129)  -0.388
C (-2.18499, -2.81760, -2.30789)  -0.640
C (-1.49216, -1.70608, -1.67844)  0.349
C (-0.10593, -1.87193, -0.96672)  0.616
O (0.15475, -2.84234, -0.30422)  -0.496
H (4.27518, -4.60074, -0.72488)  0.346
H (2.56051, -2.16985, 0.41028)  0.444
H (4.12976, -1.73740, -0.40717)  0.308
H (2.93566, 0.16565, -1.19945)  0.390
H (2.54308, -1.03495, -2.46266)  0.306
H (0.99550, 1.51062, -1.28415)  0.329
H (-3.82079, 0.94294, -2.23147)  0.383
H (-5.06236, -1.03366, -3.37009)  0.346
H (-4.01711, -3.36044, -3.42679)  0.348
H (-1.69613, -3.81490, -2.31194)  0.426
C (-1.15404, 3.86358, 2.40886)  -1.283
C (-0.37615, 2.79606, 3.14137)  0.519
C (0.24996, 3.26359, 4.42478)  -0.503
O (1.35484, 2.36846, 4.56034)  -0.331
C (1.70692, 1.98947, 3.29994)  0.621
O (2.70217, 1.39572, 3.02744)  -0.538
O (0.77057, 2.38035, 2.39265)  -0.293
H (-1.56235, 3.46028, 1.48033)  0.221
H (-1.97846, 4.23893, 3.01789)  0.384
H (-0.50945, 4.70060, 2.13041)  0.352
H (-1.00812, 1.91650, 3.30227)  0.226
H (-0.42573, 3.17938, 5.27549)  0.326
H (0.63688, 4.28554, 4.37372)  0.309

Forces on atoms 1 to 6 (eV/Å):
O 0.2 0.7 0.2
C 0.0 -0.4 0.2
O -1.0 0.6 1.0
C 1.1 0.6 -0.4
C -0.6 -0.9 -0.7
C 0.3 1.0 0.1

- Which value of electronic energy does entry 2 give?
  -1184.0380 hartree